(1)
Below is C44H30CsN9O3S2 as an isolated structure in a non-equilibrium geometry, with properties calculated with wB97M-V/def2-TZVPD.

Structure (XYZ):
```
89
C44H30CsN9O3S2, DFT wB97M-V/def2-TZVPD
Cs 1.0654 0.9842 0.3418
S -0.1212 1.8706 6.3625
S -2.8471 1.7095 5.1116
O 0.6639 -1.4431 3.3096
O 2.2845 -5.5226 5.1388
O 2.5619 0.1833 2.1847
N -0.8257 0.5110 4.1441
N 2.9546 2.5285 -1.7522
N -1.0413 -0.2204 -2.0695
N 0.7170 -1.2576 -3.3987
N 1.3652 3.6620 -0.3846
N 1.5690 0.7821 -2.4546
N -0.8515 3.8849 0.4772
N -3.2239 0.1338 -1.0504
N -1.7512 1.9095 -0.3836
C -1.5208 3.9646 -4.0369
C -3.0864 0.9242 3.4880
C -1.1274 1.3094 5.1582
C 1.4192 -3.4660 4.2354
C 4.9321 -1.1313 -5.0190
C -2.5729 -4.3153 -3.6455
C -1.4826 -2.2879 -3.0096
C -5.3519 1.9903 0.3603
C -0.3440 3.6194 -4.7213
C 0.9531 -5.9885 5.2641
C 3.3843 -0.5890 2.6750
C 2.7536 1.4055 -2.4695
C -3.7626 -2.6972 -2.2792
C -3.3058 3.2405 0.6959
C -3.9738 4.2332 1.3971
C 3.7981 -3.9743 4.2603
C 3.7199 0.6554 -3.3002
C 2.9959 -0.4267 -3.8149
C 3.0305 -1.8447 3.3201
C -1.5438 4.0217 -2.6535
C -3.9832 2.1285 0.1794
C -1.9007 3.0650 0.2772
C -0.3752 3.7157 -1.9641
C -6.0217 2.9690 1.0867
C -2.6287 -1.8886 -2.3168
C 1.8101 3.2002 -1.5767
C 5.0505 0.8610 -3.6399
C -1.9200 -0.0484 3.3506
C -0.5094 -1.2060 -2.8245
C 2.4524 -4.3117 4.5355
C -2.9634 1.2996 -0.4960
C 5.6552 -0.0474 -4.5043
C 4.8554 -0.1956 2.5626
C 4.0448 -2.7608 3.6758
C -3.7264 -3.9122 -2.9504
C -5.3425 4.0807 1.6027
C 0.0204 3.7949 -0.5264
C 0.7745 3.3661 -2.6365
C -2.3026 -0.5821 -1.7364
C 1.6428 -2.1849 3.5920
C -1.4438 -3.5065 -3.6816
C 1.6356 -0.3314 -3.2356
C 0.8166 3.3247 -4.0256
C 3.5966 -1.3318 -4.6777
H -3.4312 5.0830 1.7978
H -5.8734 1.1264 -0.0412
H 5.3118 -0.7167 1.7145
H -4.0471 0.4162 3.4659
H 5.6000 1.7051 -3.2345
H -0.3491 3.5726 -5.8054
H 1.0167 -7.0226 5.5945
H 0.3913 -5.4110 6.0032
H -0.5483 -3.8112 -4.2128
H -2.5668 -5.2723 -4.1566
H 0.0785 0.0548 4.0390
H 1.7283 3.0473 -4.5490
H -5.8894 4.8250 2.1701
H -2.4235 4.1773 -4.5984
H -3.0710 1.6857 2.7225
H 0.3875 -3.7060 4.4550
H 5.4240 -1.8246 -5.6906
H -1.5936 -0.1943 2.3226
H 0.4214 -5.9441 4.3125
H 5.4284 -0.4311 3.4592
H 4.5904 -4.6726 4.5079
H -4.6452 -2.3777 -1.7340
H -2.4535 4.2849 -2.1230
H 5.0769 -2.5105 3.4543
H 3.0297 -2.1703 -5.0688
H 4.8975 0.8725 2.3673
H -4.5931 -4.5638 -2.9340
H -2.1750 -1.0347 3.7346
H -7.0890 2.8751 1.2559
H 6.6950 0.0803 -4.7800
```

## Properties
energy relative to the best compared isomer or geometry (same formula, charge and spin): 28.4 kcal/mol
net charge: -2
orbital gap: 4.783 eV
lowest unoccupied orbital energy: 3.627 eV
2S+1: 1

Mulliken population analysis, charges in e, atoms 1 to 5:
1 Cs 1.918
2 S -0.430
3 S -0.246
4 O -0.702
5 O -0.461

***

(2)
Below is C44H33AsN3O6P2S3W as an isolated structure in a non-equilibrium geometry, with properties calculated with wB97M-V/def2-TZVPD.

Structure (XYZ):
```
93
C44H33AsN3O6P2S3W, DFT wB97M-V/def2-TZVPD
W 1.8248 -0.4127 -0.4579
As 3.9147 2.2983 0.0910
S 1.0416 -0.6797 -3.6778
S 0.6105 1.3964 -1.8899
S 4.5682 -0.9053 -0.7139
P -0.6726 1.7155 1.3363
P -0.1835 -2.4390 -0.5943
O 3.7661 -0.7708 0.5977
O 3.8293 0.0945 -1.5963
O 3.8887 3.0155 1.7209
O 3.8813 3.4941 -0.9985
O 2.3542 -1.9193 -1.0697
O 2.4759 1.3987 0.1522
N 0.9088 -0.8851 1.4287
N -4.9199 -1.1406 -5.5333
N -5.5018 1.9438 -2.9728
C -3.1577 0.9286 -3.3133
C -0.2480 -3.8191 -1.8015
C -0.5070 6.1034 -0.0918
C -1.2682 -4.7703 -1.7411
C -2.1422 1.6391 2.4195
C -4.6227 -2.0151 0.6405
C 0.8217 -2.1995 1.8477
C 6.6607 2.1900 0.7411
C 0.8486 -0.1026 2.5737
C -0.5965 3.4906 0.9127
C 0.7093 -5.0275 -3.6604
C 8.2590 0.4300 0.3470
C -1.7110 4.0589 0.2898
C 0.6973 1.3870 2.5448
C -1.6714 5.3534 -0.2005
C 0.6564 -3.2610 0.8182
C -0.8337 0.8744 -2.7324
C 7.9632 1.7065 0.7982
C 0.6068 5.5485 0.5184
C -2.4676 -3.0178 1.0087
C -3.7786 2.5380 3.9516
C 5.9532 0.1227 -0.2139
C -4.3059 1.2682 4.1475
C -2.7580 -1.4244 -0.7539
C -4.0468 -0.7020 -4.9274
C 0.7507 -0.9162 3.6742
C 0.7483 -3.9666 -2.7673
C -1.3034 -5.8300 -2.6346
C 7.2416 -0.3711 -0.1566
C -2.0825 1.4388 -2.5828
C -0.6119 -0.1735 -3.6384
C 0.7296 -2.2573 3.2123
C -2.6825 0.3688 2.6206
C -2.9511 -0.1561 -4.1880
C 5.6420 1.3982 0.2317
C -0.3168 -5.9588 -3.6015
C -4.0951 -1.2835 -0.4134
C 0.5605 4.2556 1.0229
C -3.7517 0.1832 3.4855
C -1.9297 -2.2978 -0.0592
C -4.4584 1.4884 -3.1394
C -3.8046 -2.8802 1.3530
C -1.6811 -0.7052 -4.3470
C -2.6975 2.7211 3.1025
H -4.2065 3.3889 4.4677
H 1.5602 -3.2573 -2.7989
H -4.7230 -0.5943 -0.9650
H -1.5354 -1.5336 -5.0275
H -5.1483 1.1268 4.8135
H -0.4676 7.1097 -0.4887
H 1.6079 1.8990 2.2404
H 0.4068 1.7289 3.5396
H -2.1085 -6.5523 -2.5794
H -4.1562 -0.8106 3.6312
H 0.0818 -4.1082 1.1938
H -2.2549 -0.4782 2.0948
H 1.4876 -5.1240 -4.4072
H -2.2866 3.7135 2.9623
H -1.8366 -3.6787 1.5887
H 0.6343 -0.5704 4.6898
H 7.4407 -1.3787 -0.5020
H -2.3464 -0.8445 -1.5622
H -4.2063 -3.4438 2.1867
H 6.4431 3.1875 1.0999
H -0.3476 -6.7813 -4.3053
H -5.6638 -1.8998 0.9141
H 0.6059 -3.1563 3.7964
H -2.5480 5.7731 -0.6785
H -2.2315 2.2600 -1.8942
H -2.6230 3.4777 0.1941
H -2.0551 -4.6706 -1.0044
H 9.2725 0.0537 0.3948
H 1.5981 -3.6449 0.4172
H 3.7396 3.9610 1.5946
H 1.5246 6.1188 0.5900
H 8.7454 2.3365 1.2016
H 1.4426 3.8302 1.4819
```

## Properties
energy relative to the best compared isomer or geometry (same formula, charge and spin): 19.5 kcal/mol
net charge: -1
orbital gap (spin up / spin down): 6.637 / 5.837 eV
<S²>: 2.011
lowest unoccupied orbital energy (spin up / spin down): 1.877 / 0.588 eV
2S+1: 3

Mulliken population analysis, charges in e, atoms 1 to 5:
1 W 2.044
2 As 1.314
3 S -0.115
4 S -0.204
5 S 0.304

***

(3)
Below is C44H33N4O5STeTi as an isolated structure in a non-equilibrium geometry, with properties calculated with wB97M-V/def2-TZVPD.

Structure (XYZ):
```
89
C44H33N4O5STeTi, DFT wB97M-V/def2-TZVPD
Te 2.8392 -1.4426 3.0241
Ti -0.5807 1.1564 0.9262
S -1.8357 1.8605 4.3406
O -2.8696 2.8717 4.4398
O -2.5376 1.2344 0.6158
O -1.7472 1.8193 -3.0581
O -2.5408 0.4021 4.6077
O -0.1360 1.1100 -0.7526
N -1.8281 4.3882 0.6967
N -4.7537 -5.1869 2.3877
N -1.5046 1.6503 2.6946
N 1.4620 1.5614 1.2210
C 1.4291 -4.5042 0.3295
C -0.8353 1.1411 -3.4717
C -2.6162 1.1420 2.0650
C 5.3644 3.7929 1.4186
C 6.0240 1.4924 1.1424
C 1.8183 1.5199 2.6600
C 2.3607 1.8115 0.3224
C 4.7305 1.1601 0.7628
C -4.2429 -4.1913 2.1234
C 6.3402 2.8047 1.4701
C -0.3328 -1.9995 -5.5441
C -4.5731 -1.8398 1.3825
C 4.0678 3.4656 1.0478
C 1.6005 1.7448 -3.8588
C -3.6178 -0.0756 3.8286
C 1.9492 -3.7940 1.4054
C -0.0500 -0.8994 -4.7444
C 0.8271 1.4652 -1.6335
C -2.3622 -0.2256 -4.8572
C 2.8846 2.0651 -3.4076
C -5.6617 -1.4453 3.6612
C -2.6418 -1.3205 -5.6544
C -4.0382 -0.4283 1.1838
C -1.6270 -2.2101 -5.9945
C -1.0637 -0.0094 -4.3967
C -4.5383 -0.8415 4.3983
C -5.7280 -1.8230 2.3838
C -1.4579 -0.7632 0.8711
C -1.2796 -1.8994 1.5311
C 1.5374 -1.7353 0.2260
C 0.9987 -2.4483 -0.8379
C 3.7571 2.1486 0.7267
C 1.4608 0.1741 3.2852
C -3.5358 0.2769 2.4326
C -2.2506 -2.9585 1.8195
C 0.5652 1.4449 -2.9931
C 3.1013 2.0937 -2.0449
C 3.9939 2.3492 -4.3888
C -0.9812 3.6088 0.7459
C -2.7785 -0.2464 0.3144
C 0.9459 -3.8345 -0.7887
C -3.5882 -2.9386 1.7719
C 2.0055 -2.4019 1.3570
C 2.0792 1.7971 -1.1283
H -4.4901 -0.9832 5.4716
H 3.6724 3.0590 -5.1522
H 0.9633 -0.7444 -4.3922
H 1.5812 -0.6551 0.1688
H -1.8090 -3.8868 2.1636
H 4.4822 0.1388 0.4968
H -0.2844 -2.1145 1.9118
H 0.5273 -4.3933 -1.6163
H -4.9837 -2.1570 0.4208
H -6.5529 -1.6087 4.2580
H 5.6106 4.8169 1.6692
H -2.5769 5.0529 0.6758
H -3.1361 0.4804 -4.5851
H 0.6242 -1.9166 -1.7071
H 1.4045 1.7466 -4.9270
H 1.3872 -5.5855 0.3745
H -4.8447 0.1538 0.7310
H 0.4614 -0.1809 3.0252
H -2.8891 -0.3698 -0.7594
H 6.7834 0.7216 1.1844
H 1.4591 0.2874 4.3715
H 0.4558 -2.6891 -5.8142
H 4.2977 1.4332 -4.8995
H -6.6629 -2.2429 2.0341
H 4.8712 2.7599 -3.8902
H 4.0834 2.3543 -1.6723
H 3.3020 4.2324 1.0058
H 2.2964 -4.3284 2.2820
H 2.8716 1.7250 2.8181
H 7.3510 3.0598 1.7616
H 1.2341 2.2995 3.1511
H -3.6487 -1.4836 -6.0149
H -1.8494 -3.0712 -6.6114
```

## Properties
energy relative to the best compared isomer or geometry (same formula, charge and spin): 116.5 kcal/mol
net charge: +1
orbital gap: 6.024 eV
lowest unoccupied orbital energy: -4.170 eV
2S+1: 1

Mulliken population analysis, charges in e, atoms 1 to 5:
1 Te 0.304
2 Ti -0.409
3 S 0.494
4 O -0.571
5 O -0.716

***

(4)
Below is a 7-piece molecular cluster, C44H34BN3O14 overall in a non-equilibrium geometry, with properties calculated with wB97M-V/def2-TZVPD.

Structure (XYZ):
```
96
C44H34BN3O14, DFT wB97M-V/def2-TZVPD
O 3.7646 -3.3014 4.9378
O -4.9699 -0.1373 -8.1437
O 1.8492 -7.7645 7.0549
O -7.2225 -2.3905 3.1688
O -5.4743 -1.7458 -2.2632
O 6.2855 1.6942 0.3787
O -3.0353 -5.5765 2.5422
O -0.3361 7.9821 -5.8613
O 3.3391 1.4645 4.0126
O 8.2203 6.1680 -1.6962
O -4.7597 1.4911 1.8775
O 0.2286 2.7148 -5.7831
O -2.3939 0.0816 -3.5179
O 3.8036 2.2411 1.7526
N 1.6268 -1.4590 4.0265
N 0.9485 2.8596 -0.0133
N -0.5834 -0.2672 -0.2483
C -0.9476 5.9368 -4.8732
C 1.1627 2.1533 0.8639
C 0.8404 4.7608 -6.7715
C 7.7264 4.9346 0.2445
C 2.8071 -5.6480 7.4218
C -4.5320 -4.5376 4.0307
C -3.9957 -4.8469 2.6853
C -5.3037 -1.0004 -1.3113
C -6.2623 -3.1205 3.0259
C -3.1294 0.6899 -6.9338
C -4.6746 -4.2318 1.5222
C 0.1342 -0.3315 0.6423
C -4.2407 -0.7506 -4.7216
C 7.2649 4.0538 -2.0828
C -2.4834 0.7452 -5.7703
C 3.3243 -4.3260 5.4229
C 6.7801 2.9289 -1.5598
C 2.9747 0.1415 -1.3119
C -4.9209 0.7506 0.9277
C 3.2871 -4.5260 6.8885
C 0.6991 6.0849 -6.7897
C -3.9683 -0.4613 -0.9792
C 2.8062 -5.4195 4.5708
C 1.4393 1.2600 2.1234
C -4.3797 -0.0884 -7.0820
C 7.2414 3.8097 0.7666
C -6.4361 -0.6038 -0.4443
C 2.9203 -0.3866 -0.2331
C 2.2886 -6.7425 6.5700
C 0.0990 3.9233 -5.8021
C -3.7906 0.3529 0.0604
C 6.7305 2.7210 -0.0959
C -5.5837 -3.7356 4.1891
C 2.3260 -6.5418 5.1032
C -0.2065 6.7752 -5.8425
C 1.2446 -0.2790 1.7658
C -2.9881 0.0297 -4.5764
C -5.7263 -3.4299 1.6815
C 0.6570 -1.1511 2.9739
C -4.8842 -0.8041 -5.8882
C -0.8061 4.6125 -4.8552
C -6.2591 0.2096 0.5950
C 7.7764 5.1433 -1.2208
C 2.5118 -0.9907 1.1474
B 2.9054 1.6453 2.6818
H 8.1037 5.7417 0.8597
H 2.3240 -2.1440 3.7387
H -7.4072 -1.0096 -0.7015
H 6.4025 2.1214 -2.1743
H -0.2193 -0.5727 3.3914
H 2.8403 -5.2559 3.5008
H -5.9880 -3.4983 5.1652
H 7.3080 4.2228 -3.1514
H 2.0407 -0.6194 4.4330
H -3.1518 -0.7614 -1.6215
H -4.6053 -1.2742 -3.8342
H -7.0757 0.5100 1.2397
H 3.8449 2.2503 4.3019
H 3.3906 -1.0795 1.8382
H 2.8722 0.7581 -2.2327
H -2.7742 1.2063 -7.8171
H 1.2335 6.7136 -7.4908
H -5.7995 -1.3684 -6.0165
H -1.6044 6.4572 -4.1875
H 1.4973 4.2399 -7.4569
H -6.2342 -2.9712 0.8432
H 3.6695 -3.7151 7.4955
H -2.8193 0.7565 0.3160
H -1.3403 3.9834 -4.1539
H 4.6625 1.7804 1.8591
H 7.1981 3.6403 1.8353
H 0.6450 1.5730 2.8716
H -1.5670 1.3097 -5.6430
H -4.0238 -4.9965 4.8694
H 1.9437 -7.3522 4.4956
H -4.2705 -4.4685 0.5456
H 2.7731 -5.8112 8.4916
H 0.2163 -2.0753 2.4960
H 2.1954 -2.0551 0.9099
```

## Properties
SMILES string: C#CC[C@@](C#N)(CN)[C@H](C#N)B(O)O.O=C1C=CC(=O)C=C1.O=C1C=CC(=O)C=C1.O=C1C=CC(=O)C=C1.O=C1C=CC(=O)C=C1.O=C1C=CC(=O)C=C1.O=C1C=CC(=O)C=C1
orbital gap: 7.888 eV
lowest unoccupied orbital energy: -1.809 eV
2S+1: 1

Mulliken population analysis, charges in e, atoms 1 to 5:
1 O -0.585
2 O -0.570
3 O -0.544
4 O -0.554
5 O -0.703